Here is a cluster of 15 separate species, C81H186N6O15 in total at a distorted geometry from the Open Molecules 2025 dataset. Energies are from ωB97M-V/def2-TZVPD.

Calculated values
Energy   -4654.6396 Ha
E_LUMO   0.4718 eV
Maximum force   2.675 eV Å⁻¹
Highest occupied orbital energy   -8.17 eV
M   1484.4 g mol⁻¹
Gap between HOMO and LUMO   8.6 eV
Relative energy (zero: lowest compared OMol25 entry of this formula, charge and spin)   0.000 eV

Structure (ORCA input):
```
! wB97M-V def2-TZVPD RIJCOSX def2/J DEFGRID3
* xyz 0 1
C -0.029 -5.488 -2.992
C -1.336 -4.909 -3.338
C -2.442 -5.503 -2.455
O -1.292 -3.490 -3.184
H -0.057 -6.515 -2.636
H 0.359 -4.909 -2.127
H 0.701 -5.542 -3.807
H -1.614 -5.086 -4.374
H -2.122 -5.468 -1.371
H -2.702 -6.523 -2.765
H -3.267 -4.813 -2.597
H -2.181 -3.133 -3.157
C 5.009 0.389 -0.587
C 5.466 -0.336 0.706
C 4.259 -0.825 1.494
O 6.432 -1.334 0.516
H 4.446 1.285 -0.359
H 4.355 -0.249 -1.159
H 5.836 0.555 -1.241
H 5.943 0.392 1.346
H 3.869 -1.699 1.028
H 3.454 -0.079 1.640
H 4.556 -1.120 2.478
H 5.977 -2.013 -0.010
C -1.262 -6.349 2.553
C -1.865 -6.007 3.878
C -1.489 -4.560 4.273
O -3.267 -6.083 3.956
H -0.176 -6.179 2.698
H -1.636 -5.653 1.782
H -1.502 -7.398 2.294
H -1.524 -6.722 4.620
H -2.003 -4.312 5.186
H -1.775 -3.870 3.489
H -0.442 -4.456 4.524
H -3.509 -6.908 3.531
C 2.170 3.732 -2.157
C 2.343 5.231 -2.439
C 1.638 6.056 -1.364
O 3.722 5.598 -2.374
H 2.182 3.657 -1.087
H 3.024 3.168 -2.552
H 1.289 3.325 -2.616
H 1.922 5.485 -3.411
H 2.040 5.932 -0.330
H 0.605 5.692 -1.355
H 1.693 7.064 -1.726
H 4.244 4.993 -2.932
C -6.201 0.774 0.009
C -6.001 -0.535 -0.655
C -5.229 -1.456 0.348
O -7.211 -1.209 -1.138
H -6.845 1.397 -0.617
H -5.187 1.202 0.191
H -6.645 0.617 0.968
H -5.454 -0.490 -1.587
H -5.857 -1.710 1.249
H -4.322 -0.999 0.796
H -4.860 -2.367 -0.161
H -7.927 -1.142 -0.512
C 4.085 -0.376 5.338
C 2.633 -0.729 5.577
C 1.898 -0.737 4.244
O 2.448 -1.976 6.189
H 4.701 -0.152 6.245
H 4.073 0.563 4.718
H 4.614 -1.193 4.812
H 2.160 0.017 6.226
H 1.987 0.197 3.720
H 0.882 -1.073 4.442
H 2.355 -1.573 3.728
H 3.000 -2.581 5.702
C -4.153 -2.487 -5.577
C -3.514 -1.577 -4.600
C -4.211 -0.217 -4.814
O -3.521 -2.069 -3.224
H -5.211 -2.473 -5.414
H -3.879 -3.550 -5.576
H -3.939 -2.109 -6.603
H -2.458 -1.471 -4.853
H -3.407 0.396 -4.396
H -5.221 -0.109 -4.333
H -4.309 0.103 -5.849
H -4.413 -1.810 -2.913
C 3.124 -4.631 3.062
C 4.261 -5.024 4.069
C 5.568 -5.052 3.279
O 4.313 -4.006 5.098
H 2.165 -4.717 3.606
H 3.050 -5.414 2.310
H 3.268 -3.622 2.712
H 4.059 -6.021 4.494
H 5.451 -5.752 2.469
H 6.443 -5.275 3.870
H 5.738 -4.079 2.820
H 4.940 -4.270 5.783
C -3.746 3.642 -4.826
C -3.779 3.375 -3.351
C -2.346 3.084 -2.882
O -4.393 4.447 -2.647
H -2.931 4.339 -4.999
H -4.670 3.970 -5.297
H -3.491 2.670 -5.273
H -4.451 2.520 -3.191
H -1.789 2.493 -3.605
H -2.260 2.628 -1.896
H -1.861 4.088 -2.807
H -3.879 4.756 -1.909
C 0.094 6.525 3.552
C 1.494 6.269 4.134
C 1.398 5.439 5.422
C 1.235 3.910 5.180
C 2.293 3.323 4.310
C 2.330 4.057 2.951
N 2.473 5.534 3.250
O 2.495 6.176 1.978
C 3.632 3.635 2.212
C 1.180 3.747 1.978
C 2.088 7.632 4.468
H -0.433 7.252 4.217
H -0.474 5.637 3.328
H 0.287 7.097 2.645
H 2.387 5.554 5.876
H 0.556 5.781 5.979
H 0.228 3.648 4.868
H 1.292 3.519 6.228
H 2.047 2.262 4.163
H 3.297 3.282 4.715
H 3.617 2.560 2.031
H 3.734 4.127 1.246
H 4.464 3.857 2.905
H 0.939 4.516 1.238
H 1.348 2.830 1.428
H 0.299 3.486 2.570
H 1.518 8.194 5.226
H 2.153 8.192 3.523
H 3.083 7.585 4.908
H 3.404 6.484 1.923
C -1.761 1.885 7.453
C -2.031 0.553 6.667
C -3.301 -0.118 7.222
C -4.584 0.545 6.743
C -4.614 0.440 5.247
C -3.489 1.241 4.645
N -2.224 0.776 5.205
O -1.094 1.440 4.700
C -3.492 0.996 3.063
C -3.664 2.777 4.933
C -0.827 -0.376 6.889
H -2.707 2.489 7.502
H -1.023 2.432 6.872
H -1.396 1.719 8.457
H -3.262 -1.178 6.946
H -3.184 -0.153 8.310
H -4.718 1.602 7.061
H -5.486 0.029 7.128
H -5.588 0.793 4.895
H -4.378 -0.606 4.994
H -4.462 1.199 2.646
H -2.744 1.687 2.628
H -3.220 -0.051 2.895
H -4.476 2.897 5.623
H -2.760 3.165 5.342
H -3.906 3.314 4.000
H -1.060 -1.307 6.310
H -0.743 -0.735 7.911
H 0.084 0.116 6.548
H -0.674 0.712 4.208
C 1.464 -0.425 -6.651
C 0.032 -0.814 -6.938
C -0.350 -0.709 -8.417
C 0.420 -1.720 -9.251
C 0.199 -3.133 -8.732
C 0.480 -3.285 -7.245
N -0.182 -2.219 -6.497
O 0.205 -2.171 -5.104
C -0.148 -4.603 -6.737
C 2.044 -3.399 -6.929
C -0.940 0.035 -6.106
H 2.164 -0.910 -7.320
H 1.699 -0.787 -5.662
H 1.658 0.657 -6.626
H -1.423 -0.858 -8.499
H -0.166 0.306 -8.807
H 1.456 -1.403 -9.393
H 0.026 -1.792 -10.266
H 0.905 -3.817 -9.208
H -0.860 -3.376 -8.920
H 0.110 -5.394 -7.444
H 0.166 -4.748 -5.700
H -1.260 -4.527 -6.730
H 2.577 -2.677 -7.549
H 2.175 -3.161 -5.869
H 2.353 -4.419 -7.067
H -1.984 -0.225 -6.172
H -0.840 1.088 -6.400
H -0.678 -0.025 -5.055
H -0.448 -2.731 -4.674
C 6.253 -5.368 -0.201
C 6.577 -4.940 -1.630
C 6.618 -6.203 -2.557
C 5.233 -6.827 -2.808
C 4.235 -5.774 -3.413
C 4.134 -4.522 -2.513
N 5.491 -4.028 -2.210
O 5.472 -2.810 -1.492
C 3.394 -3.451 -3.303
C 3.315 -4.803 -1.171
C 7.884 -4.231 -1.799
H 7.134 -5.722 0.340
H 5.507 -6.150 -0.167
H 5.873 -4.517 0.403
H 6.877 -5.763 -3.551
H 7.392 -6.922 -2.297
H 4.809 -7.487 -2.035
H 5.441 -7.467 -3.681
H 3.271 -6.271 -3.483
H 4.607 -5.437 -4.381
H 2.404 -3.817 -3.498
H 3.367 -2.573 -2.723
H 3.981 -3.338 -4.220
H 3.446 -4.042 -0.396
H 2.229 -4.892 -1.324
H 3.667 -5.707 -0.778
H 8.122 -4.070 -2.869
H 8.690 -4.817 -1.340
H 7.865 -3.264 -1.280
H 5.754 -2.143 -2.128
C -5.962 4.280 0.013
C -4.854 5.109 0.681
C -3.864 4.185 1.402
C -2.580 4.921 1.851
C -1.890 5.523 0.615
C -2.794 6.565 -0.127
N -4.158 5.864 -0.358
O -4.995 6.879 -1.022
C -2.901 7.888 0.684
C -2.260 6.806 -1.552
C -5.557 6.095 1.657
H -5.527 3.630 -0.728
H -6.475 3.656 0.745
H -6.703 4.971 -0.417
H -4.424 3.837 2.274
H -3.704 3.361 0.693
H -2.767 5.703 2.592
H -1.933 4.208 2.390
H -1.611 4.763 -0.119
H -0.985 6.049 0.911
H -2.131 8.553 0.293
H -2.646 7.762 1.750
H -3.847 8.332 0.390
H -2.877 7.510 -2.122
H -2.355 5.905 -2.123
H -1.254 7.177 -1.645
H -4.872 6.773 2.182
H -6.276 6.752 1.158
H -6.193 5.522 2.415
H -5.246 6.420 -1.846
C -0.902 -0.383 -2.324
C 0.331 -0.086 -1.369
C 0.066 1.105 -0.370
C -0.884 0.824 0.782
C -0.281 -0.329 1.543
C -0.008 -1.635 0.788
N 0.698 -1.296 -0.534
O 0.776 -2.445 -1.307
C 0.874 -2.572 1.602
C -1.364 -2.258 0.533
C 1.555 0.167 -2.308
H -1.172 0.562 -2.851
H -1.838 -0.652 -1.801
H -0.664 -1.133 -3.073
H 1.068 1.206 -0.007
H -0.282 2.005 -0.872
H -1.877 0.610 0.377
H -0.930 1.748 1.377
H -0.936 -0.660 2.399
H 0.656 -0.016 2.026
H 1.797 -2.028 1.778
H 0.410 -2.773 2.581
H 1.064 -3.511 1.062
H -1.799 -2.738 1.427
H -2.098 -1.533 0.134
H -1.313 -3.076 -0.204
H 2.450 0.441 -1.699
H 1.384 0.910 -3.065
H 1.760 -0.810 -2.778
H -0.150 -2.706 -1.559
*
```